--- w ---
Molecular formula: C37H67AsCaClFN4Si4
Method: DFT, wB97M-V/def2-TZVPD

E_LUMO	4.39	eV
total charge	-2
molar mass	849.77	g mol⁻¹
gap between HOMO and LUMO	6.017	eV

Geometry (Å):
Ca -0.79889 0.87407 -0.66681
C -5.79637 3.44051 -0.67729
Si -3.94778 3.01241 -0.84902
C -3.17694 3.65228 0.75230
C -3.39725 4.06626 -2.30898
C -3.55933 1.24427 -1.14864
C -3.18542 0.97295 -2.55636
C -4.09694 0.88795 -3.63019
C -3.64993 0.64574 -4.90941
C -2.28613 0.47783 -5.14118
C -1.44110 0.56306 -4.05689
N -1.87257 0.80523 -2.81633
Si -4.67803 -0.01844 -0.43743
C -4.70875 0.06163 1.44207
C -6.52140 0.07918 -0.92332
C -4.17298 -1.73880 -1.03148
H -5.92773 4.52756 -0.67498
H -6.21819 3.04818 0.25298
H -6.37825 3.02732 -1.50533
H -3.78011 4.44439 1.20684
H -2.17360 4.04419 0.56815
H -3.08251 2.83751 1.47528
H -3.33276 5.12198 -2.03131
H -4.11975 3.96946 -3.12565
H -2.41663 3.76635 -2.68143
H -5.14979 1.02989 -3.42395
H -4.35394 0.59711 -5.73336
H -1.89722 0.27511 -6.12956
H -0.37176 0.42607 -4.16690
H -4.81439 1.09844 1.77769
H -3.78524 -0.34290 1.86030
H -5.55107 -0.50886 1.84551
H -6.99163 0.97669 -0.51882
H -7.05982 -0.79110 -0.53418
H -6.65811 0.09589 -2.00894
H -3.26061 -2.06364 -0.52779
H -3.99358 -1.72408 -2.11201
H -4.95348 -2.47891 -0.83081
C 5.31518 -1.81275 -1.80616
C 4.56662 -2.21504 -0.53349
C 3.11318 -2.54737 -0.87707
C 4.71609 -1.24179 0.63897
C 5.44254 -1.71589 1.72745
C 5.67333 -0.94294 2.85377
C 5.16209 0.34193 2.88112
C 4.41949 0.86807 1.82857
C 3.85356 2.26738 2.02770
C 2.33927 2.21843 2.24868
C 4.22265 3.29067 0.95392
C 4.15398 0.07261 0.68315
N 3.25705 0.48535 -0.28690
C 3.63661 1.13525 -1.37806
C 4.94178 1.63877 -1.67133
C 5.22950 2.34836 -2.82371
C 4.25703 2.60373 -3.78572
C 2.97643 2.09240 -3.56182
C 2.71008 1.38537 -2.42173
F 1.44517 0.84837 -2.30329
H 5.38370 -2.67378 -2.47978
H 6.32833 -1.47316 -1.58098
H 4.80889 -1.01387 -2.33520
H 5.04040 -3.14108 -0.18642
H 2.59733 -1.65612 -1.23377
H 2.57452 -2.91448 -0.00480
H 3.08699 -3.32125 -1.65206
H 5.84063 -2.72567 1.68515
H 6.23870 -1.33350 3.69161
H 5.33319 0.96414 3.75480
H 4.30657 2.63130 2.95781
H 1.85706 1.71686 1.41009
H 1.92279 3.22589 2.33178
H 2.10304 1.66950 3.15914
H 3.74078 3.07897 0.00247
H 5.30178 3.31866 0.78562
H 3.90008 4.28449 1.27774
H 5.72036 1.44645 -0.94199
H 6.23908 2.71920 -2.97376
H 4.47675 3.17663 -4.67673
H 2.17160 2.24421 -4.27110
N 0.29464 -2.75519 -3.10483
N -0.63370 -2.01257 -2.30591
H 0.56721 -3.60998 -2.62428
H 1.12995 -2.18673 -3.18487
H -0.37830 -2.05557 -1.31786
H -1.54955 -2.43455 -2.39402
C -0.41145 -4.73514 0.03539
Si -0.66477 -3.83606 1.68074
C 0.78604 -4.29536 2.80633
C -2.12276 -4.74848 2.47671
As -1.16031 -1.62240 1.34689
Si -0.79170 -0.90681 3.49377
C -1.93999 -1.69766 4.78172
C 0.92792 -1.17986 4.22982
C -1.20248 0.94163 3.53812
H -0.47338 -5.81787 0.18149
H 0.56384 -4.50428 -0.39828
H -1.18366 -4.44335 -0.68106
H 1.07616 -5.33917 2.65037
H 0.48237 -4.18294 3.85036
H 1.66087 -3.66221 2.65947
H -1.88920 -5.80400 2.65456
H -3.00751 -4.68585 1.83834
H -2.38056 -4.28674 3.43221
H -1.63175 -2.72439 4.99750
H -2.97274 -1.72480 4.42684
H -1.90694 -1.13397 5.72014
H 1.00379 -2.19116 4.63286
H 1.12009 -0.47603 5.04582
H 1.71804 -1.06866 3.48604
H -2.27891 1.08291 3.66635
H -0.91371 1.44342 2.61016
H -0.68632 1.44934 4.35792
Cl 0.15231 4.00950 -1.79402
C 0.35020 2.96827 -0.27444
H 0.07117 3.63996 0.54412
H 1.43095 2.83966 -0.20086

--- x ---
Molecular formula: C37H67AsCaClFN4Si4
Method: DFT, wB97M-V/def2-TZVPD

E_LUMO	4.35	eV
total charge	-2
molar mass	849.77	g mol⁻¹
gap between HOMO and LUMO	6.275	eV

Geometry (Å):
Ca 0.40840 -0.79450 0.42220
C 1.66470 -2.05330 3.52250
Si -0.17450 -2.05640 4.09910
C -1.05250 -3.54120 3.26210
C 0.00440 -2.65460 5.92860
C -1.23080 -0.51770 4.01900
C -2.01960 -0.27840 2.86990
C -3.26660 0.40670 2.96010
C -4.04580 0.61190 1.86120
C -3.59510 0.15580 0.61850
C -2.38450 -0.49960 0.59460
N -1.62260 -0.73790 1.65050
Si -1.31380 0.65990 5.45470
C 0.44970 1.02340 6.12990
C -2.34380 0.09550 6.99590
C -1.96950 2.43070 5.07320
H 1.99760 -3.05440 3.25080
H 2.31490 -1.69900 4.32000
H 1.82830 -1.41200 2.66000
H -0.36350 -4.33410 2.97390
H -1.56630 -3.21080 2.36480
H -1.80130 -3.96140 3.92850
H 0.59200 -3.56720 5.98150
H -0.96460 -2.85780 6.37210
H 0.49330 -1.91270 6.54980
H -3.61450 0.70770 3.93370
H -5.01310 1.09200 1.95170
H -4.18420 0.27720 -0.27710
H -2.00560 -0.87580 -0.35260
H 1.07490 0.14000 6.10160
H 0.43270 1.37990 7.15550
H 0.94160 1.78460 5.53340
H -1.94870 -0.83230 7.39690
H -3.38190 -0.08360 6.72710
H -2.33750 0.83130 7.79810
H -1.74760 2.67570 4.03980
H -1.49680 3.18410 5.70270
H -3.04500 2.51910 5.20740
C -3.71940 3.92100 0.89810
C -2.69460 4.01840 -0.23130
C -3.35020 4.55290 -1.50910
C -1.48540 4.84370 0.14830
C -1.58850 6.02450 0.85990
C -0.45780 6.72570 1.24860
C 0.79920 6.22340 0.95100
C 0.94320 5.05150 0.23250
C 2.29200 4.48520 -0.14250
C 2.70580 5.02430 -1.51650
C 3.39350 4.76720 0.87950
C -0.20550 4.37160 -0.22510
N -0.08750 3.18370 -0.89920
C -0.29090 3.10220 -2.19730
C -0.39020 4.23530 -3.06300
C -0.54780 4.11290 -4.42070
C -0.63440 2.86420 -5.02400
C -0.56460 1.73100 -4.22050
C -0.39690 1.85690 -2.86780
F -0.38750 0.68830 -2.11600
H -4.53510 3.27060 0.58750
H -4.13910 4.89290 1.15470
H -3.25930 3.48600 1.78170
H -2.33410 3.00110 -0.42800
H -3.64580 5.59400 -1.37840
H -4.23090 3.96120 -1.75730
H -2.65440 4.49180 -2.34280
H -2.56230 6.41350 1.13490
H -0.55920 7.65870 1.79050
H 1.68010 6.76390 1.27390
H 2.16350 3.40010 -0.23020
H 2.00810 4.68710 -2.27780
H 2.70880 6.11540 -1.50620
H 3.69930 4.66850 -1.78530
H 3.74140 5.79830 0.81080
H 4.23890 4.10950 0.69060
H 3.05110 4.58400 1.89560
H -0.33420 5.21450 -2.60190
H -0.61540 5.00800 -5.03130
H -0.78590 2.76810 -6.08980
H -0.66280 0.74100 -4.64710
N -0.17380 2.13980 1.93820
N 0.81950 1.15490 2.22130
H 0.03920 3.03510 2.38420
H -0.18410 2.29780 0.92760
H 0.64040 0.80990 3.16580
H 1.77700 1.51940 2.16460
C -1.84660 -6.20230 -1.29500
Si -1.66900 -4.26990 -1.19760
C -3.28170 -3.77740 -0.26840
C -1.99730 -3.74000 -3.02810
As 0.30610 -3.67470 -0.14420
Si 1.68570 -3.93420 -1.98960
C 1.62960 -5.69620 -2.80230
C 3.51660 -3.78340 -1.42280
C 1.53780 -2.75320 -3.51000
H -2.77950 -6.53540 -1.74600
H -1.78690 -6.62320 -0.29460
H -1.02920 -6.62720 -1.86950
H -4.14200 -4.37040 -0.57090
H -3.52710 -2.73290 -0.42670
H -3.14620 -3.91590 0.79970
H -2.99960 -3.97880 -3.37890
H -1.29310 -4.23650 -3.69000
H -1.85290 -2.66820 -3.14250
H 1.68060 -6.46500 -2.03540
H 2.44020 -5.87140 -3.50540
H 0.69540 -5.83700 -3.33810
H 3.75820 -4.55940 -0.70170
H 3.66330 -2.82460 -0.93620
H 4.23070 -3.85580 -2.23900
H 0.70690 -3.04320 -4.14740
H 2.43340 -2.73140 -4.12810
H 1.34940 -1.73800 -3.16590
Cl 3.73440 0.02580 0.68900
C 2.41320 0.02020 -0.55700
H 2.90840 -0.45880 -1.41330
H 2.32720 1.07930 -0.83460

Which of them is least stable? Easy: w.

--- w ---
Molecular formula: C28H56O7
Method: DFT, wB97M-V/def2-TZVPD

E_LUMO	0.61	eV
SMILES string	C1CCOC1.C1CCOC1.C1CCOC1.C1CCOC1.C1CCOC1.C1CCOC1.C1CCOC1
molar mass	504.75	g mol⁻¹
gap between HOMO and LUMO	9.982	eV

Geometry (Å):
C -3.95080 -0.84996 2.84412
C -2.56280 -1.22596 2.30312
C -2.28880 -2.58496 2.88512
O -3.14480 -2.64596 3.99012
C -4.39480 -2.06996 3.53212
H -4.74180 -0.51396 2.04512
H -3.78780 -0.06196 3.60212
H -1.94180 -0.42096 2.84212
H -2.53980 -1.23196 1.40012
H -1.37880 -2.80296 3.23312
H -2.34680 -3.42096 2.18112
H -5.01580 -1.95496 4.32512
H -4.70780 -2.71996 2.64412
C 4.35020 -2.81496 -0.65288
C 4.51520 -1.31696 -0.34288
C 5.72520 -1.28096 0.82012
O 5.54520 -2.54896 1.23612
C 5.43920 -3.51696 0.21612
H 4.58620 -2.96796 -1.58888
H 3.42820 -3.13296 -0.56088
H 3.35620 -1.02196 0.02712
H 4.75720 -0.75296 -1.31888
H 5.43720 -0.43196 1.47812
H 6.60020 -1.20296 0.13612
H 5.26820 -4.41796 0.43512
H 6.27120 -3.61896 -0.49988
C 1.67920 1.12504 1.79812
C 2.26220 1.82804 2.95912
C 2.78420 3.23004 2.43712
O 3.00520 2.86004 1.13512
C 1.87520 2.15904 0.65112
H 0.59320 1.05904 1.80112
H 2.16020 0.28504 1.62312
H 3.06820 1.22004 3.30512
H 1.82720 2.04404 3.77912
H 3.65120 3.45504 2.95312
H 1.96620 4.05804 2.66712
H 2.12420 1.84804 -0.44988
H 0.85920 2.81804 0.54912
C 0.81920 -5.87496 -0.61288
C -0.18080 -6.85396 0.20512
C -1.33680 -5.98396 0.56512
O -0.63980 -4.62496 0.62512
C 0.10220 -4.53696 -0.53888
H 1.00020 -6.43596 -1.58688
H 1.79120 -5.84196 -0.15588
H 0.39920 -6.95096 1.05812
H -0.50880 -7.72996 -0.41588
H -1.54180 -6.46096 1.57212
H -2.10180 -6.13996 -0.37588
H 1.05220 -3.87596 -0.39988
H -0.48580 -4.45596 -1.38188
C 0.08520 -1.07996 -2.01688
C -0.42080 0.10204 -2.79488
C -1.32080 0.85604 -1.81688
O -1.84480 -0.20596 -1.14488
C -0.69080 -0.98296 -0.73288
H 1.22720 -1.19496 -1.93388
H -0.35180 -1.95896 -2.59488
H -0.85180 -0.14596 -3.70288
H 0.46020 0.62804 -3.16888
H -2.16580 1.20704 -2.39788
H -0.69980 1.80504 -1.20188
H -1.08380 -1.91496 -0.15388
H -0.22180 -0.46696 0.15712
C -2.70080 3.40604 0.36312
C -3.44280 4.64704 1.01112
C -3.62580 4.11404 2.41412
O -2.61680 3.10504 2.57412
C -2.69380 2.29504 1.36212
H -1.69080 3.80504 0.13812
H -3.28280 3.27604 -0.47688
H -4.44280 4.85904 0.78812
H -2.83080 5.47704 0.89412
H -4.56680 3.66704 2.58412
H -3.44180 4.92304 3.32512
H -3.60380 1.50204 1.45912
H -2.01280 1.73404 1.25712
C 0.19820 4.06504 -3.19688
C -0.04180 3.20104 -4.48188
C -0.71280 4.28504 -5.40288
O -0.08380 5.53104 -5.01488
C 0.55720 5.42204 -3.78388
H 1.18720 3.93004 -2.64488
H -0.60980 4.06604 -2.39488
H -0.59980 2.26304 -4.51888
H 1.03020 2.88304 -4.91088
H -1.93480 4.23704 -5.29988
H -0.57380 4.14004 -6.41588
H 0.10620 6.14604 -3.12888
H 1.60820 5.68004 -3.97388

--- x ---
Molecular formula: C28H56O7
Method: DFT, wB97M-V/def2-TZVPD

E_LUMO	0.41	eV
SMILES string	C1CCOC1.C1CCOC1.C1CCOC1.C1CCOC1.C1CCOC1.C1CCOC1.C1CCOC1
molar mass	504.75	g mol⁻¹
gap between HOMO and LUMO	9.682	eV

Geometry (Å):
C 0.18957 0.01380 1.44875
C 0.87848 0.99963 0.59066
C 1.49461 0.08504 -0.48745
O 0.79061 -1.11128 -0.48243
C -0.17787 -1.19570 0.50301
H -0.75786 0.45946 1.75186
H 0.68811 -0.48019 2.28274
H 1.58204 1.74019 0.97100
H 0.07750 1.61816 0.18574
H 2.51634 -0.23466 -0.28266
H 1.36198 0.50475 -1.48463
H -0.09600 -2.10675 1.09579
H -1.14107 -1.05528 0.01247
C -7.67713 -3.73608 -0.27049
C -6.86041 -4.79148 -0.94942
C -5.56715 -4.63248 -0.24031
O -5.42496 -3.24417 -0.18568
C -6.69424 -2.58779 -0.14683
H -8.11147 -4.19204 0.61919
H -8.54781 -3.52581 -0.89163
H -6.90819 -4.68226 -2.03288
H -7.30621 -5.78416 -0.88659
H -4.68464 -5.06795 -0.70896
H -5.65653 -5.04747 0.76363
H -6.77041 -2.02326 -1.07614
H -6.79591 -2.03550 0.78737
C 0.37515 7.91704 5.43902
C 1.24595 6.67803 5.71680
C 1.75352 6.45734 4.23568
O 0.71992 6.91641 3.31079
C -0.16382 7.75623 4.00378
H 0.95784 8.83326 5.53448
H -0.41174 8.16836 6.15016
H 0.71677 5.83260 6.15647
H 2.02239 6.78317 6.47455
H 2.03466 5.44310 3.95215
H 2.67167 7.04479 4.23662
H -1.15466 7.30877 3.92555
H -0.03546 8.70027 3.47425
C 6.64819 2.95118 -2.79488
C 6.35339 3.94170 -1.70309
C 7.17025 3.45088 -0.52018
O 7.41159 2.05399 -0.82986
C 6.74321 1.61535 -2.07185
H 7.57604 3.17389 -3.32175
H 5.82260 2.90549 -3.50511
H 5.28340 3.90854 -1.49788
H 6.65353 4.95475 -1.97096
H 6.51220 3.54127 0.34406
H 8.11258 3.97054 -0.34680
H 5.78276 1.15429 -1.84151
H 7.43150 0.98699 -2.63711
C -3.69614 3.99188 5.56977
C -3.81806 2.45220 5.55344
C -2.93533 2.14461 6.74964
O -3.24893 3.19105 7.72130
C -3.67263 4.44618 7.02496
H -4.55664 4.37455 5.02094
H -2.88503 4.16468 4.86243
H -3.45218 2.00025 4.63151
H -4.84099 2.17707 5.81038
H -1.86019 2.16167 6.57105
H -3.13313 1.11629 7.05218
H -2.93376 5.24301 7.11012
H -4.68359 4.76096 7.28373
C 5.09636 -4.99630 -5.07390
C 4.64180 -4.32786 -3.82603
C 3.74387 -5.31968 -3.17485
O 3.18097 -6.10226 -4.23949
C 4.13119 -6.10370 -5.33257
H 6.12836 -5.34307 -5.02055
H 5.01740 -4.29270 -5.90264
H 4.24767 -3.31448 -3.90230
H 5.53787 -4.16309 -3.22771
H 3.01029 -4.89355 -2.49047
H 4.38489 -5.99095 -2.60337
H 3.77957 -6.04512 -6.36263
H 4.66429 -7.05424 -5.31267
C -2.36613 -3.13233 -4.96463
C -3.29656 -4.27239 -5.34057
C -2.36711 -5.36874 -5.71266
O -1.30652 -5.31083 -4.68348
C -1.40065 -3.93246 -4.11916
H -2.85774 -2.37532 -4.35359
H -1.82856 -2.65483 -5.78385
H -4.03152 -4.04758 -6.11349
H -3.93720 -4.53913 -4.50002
H -1.97142 -5.18775 -6.71206
H -2.87472 -6.32930 -5.80060
H -0.48504 -3.34135 -4.10046
H -1.75956 -4.12030 -3.10723

Which of them is least stable? Easy: w.